Entry 1:
Density functional theory data (the ωB97M-V functional and the def2-TZVPD basis) for C39H47N6S2Ta as an isolated structure at a distorted geometry.

The value obtained for the frontier orbital gap is 0.2486 Ha. The value obtained for the HOMO energy is -13.0 eV. The strongest force on any atom is 1.79 eV/Å. As for the charge: +2. The calculation puts the energy relative to the best compared isomer or geometry (same formula, charge and spin) at 2.324 eV.

Each line ends with the Mulliken charge.
Cartesian coordinates (Å):
Ta  -0.308  0.162  0.154  1.2463
C  -0.983  2.779  2.302  -1.4279
N  -1.834  1.846  1.508  1.1814
C  -2.630  2.611  0.517  -1.1949
C  -3.222  1.781  -0.581  -1.2284
N  -2.186  1.182  -1.449  1.3037
C  -1.697  2.163  -2.455  -1.1940
C  -2.731  0.060  -2.209  -0.8983
C  -3.988  0.150  -2.795  -0.6965
C  -4.470  -0.867  -3.603  -0.9624
C  -3.688  -1.989  -3.846  -0.7648
C  -2.441  -2.091  -3.255  -0.8496
C  -1.970  -1.070  -2.432  1.6972
S  -0.400  -1.325  -1.687  -0.4757
C  -2.730  1.119  2.401  -1.0618
C  -3.349  1.748  3.474  -0.7184
C  -4.196  1.032  4.305  -0.9329
C  -4.430  -0.318  4.067  -0.8025
C  -3.821  -0.941  2.992  -0.8091
C  -2.974  -0.209  2.162  1.3651
S  -2.243  -1.026  0.796  -0.2695
H  -1.553  3.652  2.626  0.4581
H  -0.147  3.117  1.717  0.3427
H  -0.609  2.255  3.178  0.3942
H  -1.992  3.380  0.100  0.4797
H  -3.448  3.123  1.033  0.4456
H  -3.871  2.447  -1.156  0.5606
H  -3.839  0.982  -0.177  0.6345
H  -2.517  2.475  -3.106  0.3992
H  -0.924  1.702  -3.057  0.2624
H  -1.276  3.035  -1.971  0.4029
H  -4.605  1.024  -2.628  0.4307
H  -5.452  -0.777  -4.047  0.4625
H  -4.048  -2.781  -4.488  0.4320
H  -1.822  -2.964  -3.423  0.5301
H  -3.178  2.798  3.672  0.4334
H  -4.678  1.532  5.135  0.4592
H  -5.082  -0.884  4.720  0.4546
H  -3.988  -1.992  2.790  0.5464
N  1.273  1.103  -2.356  -0.1555
C  1.970  0.840  -3.233  0.3982
C  2.843  0.470  -4.327  0.3205
C  2.287  0.070  -5.540  -0.4268
C  3.124  -0.313  -6.573  -0.6641
C  4.502  -0.294  -6.394  -0.4125
C  5.051  0.094  -5.178  -0.6785
C  4.223  0.480  -4.138  -0.3598
H  1.211  0.059  -5.665  0.4897
H  2.704  -0.630  -7.518  0.4121
H  5.153  -0.588  -7.206  0.4108
H  6.124  0.092  -5.041  0.4112
H  4.639  0.779  -3.184  0.4318
C  4.106  4.265  -0.762  -0.8231
N  2.735  3.800  -0.523  0.1138
C  1.583  4.497  -0.779  -1.2502
C  0.565  3.680  -0.422  -0.5999
N  1.064  2.474  0.053  1.0386
C  2.382  2.608  -0.031  -1.3395
H  4.065  5.205  -1.303  0.3559
H  4.646  3.536  -1.361  0.3139
H  4.626  4.417  0.180  0.3334
H  1.588  5.504  -1.162  0.4778
H  -0.477  3.905  -0.465  0.5952
H  3.116  1.889  0.279  0.4694
C  -0.675  -5.671  1.013  -1.6994
C  -0.361  -4.446  1.835  0.4352
C  -0.424  -4.485  3.224  -0.6215
C  -0.147  -3.363  3.998  0.5241
C  -0.167  -3.444  5.503  -1.6914
C  0.210  -2.182  3.356  0.1493
C  0.321  -2.140  1.978  -0.8848
C  0.015  -3.257  1.218  0.2300
N  0.830  -0.938  1.311  1.7958
C  2.332  -0.735  1.494  2.0486
C  3.053  -1.942  2.088  -1.7842
C  2.908  -0.520  0.097  -2.3506
C  2.540  0.460  2.425  -1.3724
H  -0.236  -6.562  1.460  0.4192
H  -0.296  -5.572  -0.003  0.3668
H  -1.754  -5.830  0.959  0.3155
H  -0.687  -5.415  3.717  0.5106
H  -1.073  -3.931  5.863  0.4164
H  -0.101  -2.455  5.956  0.3732
H  0.682  -4.031  5.857  0.3252
H  0.414  -1.294  3.947  0.2882
H  0.108  -3.217  0.142  0.3742
H  2.830  -2.856  1.537  0.4041
H  2.805  -2.105  3.134  0.3576
H  4.126  -1.752  2.016  0.5160
H  2.814  -1.439  -0.486  0.3108
H  3.970  -0.268  0.157  0.5537
H  2.398  0.271  -0.453  0.3370
H  2.106  0.245  3.403  0.2999
H  2.069  1.364  2.044  0.1395
H  3.607  0.645  2.571  0.4151


Entry 2:
Density functional theory data (the ωB97M-V functional and the def2-TZVPD basis) for a 7-piece molecular cluster, C39H47NOSi overall.

The value obtained for the frontier orbital gap is 0.3573 Ha. The value obtained for the HOMO energy is -9.1 eV. The strongest force on any atom is 0.26 eV/Å. As for the charge: 0. The SMILES is NC[C@@H](O)C[SiH3].c1ccccc1.c1ccccc1.c1ccccc1.c1ccccc1.c1ccccc1.c1ccccc1.

Each line ends with the Mulliken charge.
Cartesian coordinates (Å):
N  -4.020  -6.322  4.620  -0.6136
C  -2.715  -6.522  4.009  -0.1459
C  -2.760  -7.447  2.764  0.1736
O  -4.101  -7.596  2.303  -0.5364
C  -1.922  -6.866  1.628  -0.9649
Si  -0.078  -6.915  1.934  0.5705
H  -3.910  -5.782  5.469  0.2440
H  -4.627  -5.795  4.005  0.2273
H  -2.211  -5.588  3.719  -0.1484
H  -2.084  -6.985  4.773  0.3063
H  -2.363  -8.429  3.046  0.3311
H  -4.387  -8.510  2.378  0.3352
H  -2.249  -5.839  1.436  0.3940
H  -2.125  -7.441  0.719  0.3706
H  0.658  -6.119  0.928  -0.1693
H  0.257  -6.388  3.282  -0.1671
H  0.379  -8.323  1.878  -0.1892
C  2.372  -3.490  0.965  -0.1787
C  1.431  -3.208  -0.017  -0.2346
C  1.843  -2.785  -1.273  -0.4969
C  3.197  -2.641  -1.544  -0.4370
C  4.137  -2.924  -0.564  -0.3910
C  3.725  -3.352  0.691  -0.5829
H  2.049  -3.820  1.944  0.3527
H  0.376  -3.318  0.197  0.4078
H  1.110  -2.558  -2.035  0.3558
H  3.518  -2.293  -2.518  0.4156
H  5.192  -2.796  -0.773  0.3688
H  4.458  -3.567  1.458  0.3727
C  -2.832  -2.106  6.708  -0.5849
C  -1.877  -3.095  6.903  -0.4041
C  -1.080  -3.505  5.844  -0.5054
C  -1.235  -2.927  4.593  -0.2820
C  -2.189  -1.938  4.397  -0.6670
C  -2.988  -1.528  5.456  -0.2861
H  -3.455  -1.782  7.533  0.4522
H  -1.756  -3.546  7.880  0.3856
H  -0.340  -4.283  5.990  0.3695
H  -0.615  -3.254  3.767  0.5928
H  -2.312  -1.489  3.420  0.3973
H  -3.734  -0.757  5.308  0.5175
C  3.801  1.443  -0.846  -0.5363
C  3.862  2.825  -0.725  -0.4264
C  3.300  3.450  0.380  -0.5394
C  2.676  2.693  1.362  -0.4031
C  2.616  1.312  1.240  -0.5767
C  3.178  0.685  0.136  0.3189
H  4.241  0.954  -1.706  0.3852
H  4.352  3.413  -1.491  0.5687
H  3.348  4.528  0.475  0.3743
H  2.238  3.181  2.223  0.3735
H  2.129  0.721  2.005  0.4312
H  3.129  -0.392  0.039  0.0503
C  3.753  5.041  -6.568  -0.1826
C  3.614  6.237  -5.879  -0.0785
C  3.362  6.228  -4.514  -0.6669
C  3.249  5.021  -3.840  -0.2257
C  3.383  3.823  -4.529  -0.3432
C  3.636  3.833  -5.893  -0.5847
H  3.949  5.048  -7.633  0.2876
H  3.701  7.180  -6.406  0.2847
H  3.254  7.162  -3.976  0.3643
H  3.045  5.009  -2.776  0.4268
H  3.286  2.883  -4.000  0.3706
H  3.741  2.900  -6.432  0.3638
C  -8.365  0.106  6.955  -0.3510
C  -7.410  -0.883  7.151  -0.5066
C  -6.603  -1.286  6.096  -0.2143
C  -6.753  -0.703  4.845  -0.4623
C  -7.708  0.285  4.649  -0.3831
C  -8.513  0.689  5.705  -0.3876
H  -8.994  0.421  7.778  0.3607
H  -7.294  -1.339  8.126  0.3594
H  -5.859  -2.058  6.245  0.4656
H  -6.126  -1.022  4.022  0.4108
H  -7.826  0.739  3.674  0.3601
H  -9.258  1.460  5.553  0.3557
C  2.697  7.825  -9.328  -0.1458
C  1.892  8.586  -10.165  -0.4965
C  2.457  9.281  -11.225  -0.3705
C  3.825  9.216  -11.449  -0.3332
C  4.630  8.455  -10.613  -0.5588
C  4.065  7.761  -9.553  -0.0719
H  2.257  7.281  -8.501  0.2902
H  0.825  8.636  -9.990  0.3597
H  1.829  9.874  -11.878  0.3543
H  4.264  9.758  -12.277  0.3577
H  5.697  8.403  -10.787  0.3534
H  4.694  7.167  -8.900  0.2625


Entry 3:
Density functional theory data (the ωB97M-V functional and the def2-TZVPD basis) for C39H48BrIN5NaO2 as an isolated structure at a distorted geometry.

The value obtained for the frontier orbital gap is 0.2965 Ha. The value obtained for the HOMO energy is -8.0 eV. The strongest force on any atom is 1.23 eV/Å. As for the charge: 0. The calculation puts the energy relative to the best compared isomer or geometry (same formula, charge and spin) at 0.622 eV.

Each line ends with the Mulliken charge.
Cartesian coordinates (Å):
Na  0.326  0.029  -0.979  1.1123
C  -0.003  1.075  3.215  -1.7315
C  -0.862  0.062  2.503  1.6752
C  -2.001  0.509  1.824  0.7215
C  -2.323  1.986  1.809  -2.1026
C  -2.831  -0.406  1.171  1.2941
C  -4.026  0.083  0.382  -2.4728
C  -2.546  -1.775  1.238  1.1412
C  -3.545  -2.781  0.712  -2.2934
C  -1.359  -2.208  1.837  1.5856
C  -0.956  -3.664  1.760  -2.3809
C  -0.529  -1.294  2.497  0.3717
C  0.720  -1.780  3.193  -2.2848
H  -0.399  1.295  4.212  0.5370
H  0.024  2.014  2.669  -0.5163
H  1.024  0.739  3.326  0.4447
H  -1.687  2.516  1.093  0.2334
H  -2.149  2.435  2.787  0.4173
H  -3.362  2.175  1.550  0.5475
H  -4.871  0.335  1.029  0.3597
H  -4.367  -0.662  -0.333  0.4603
H  -3.772  0.980  -0.183  0.4533
H  -3.389  -2.999  -0.347  0.1708
H  -4.564  -2.420  0.833  0.4782
H  -3.475  -3.721  1.256  0.5779
H  0.123  -3.760  1.649  0.4833
H  -1.412  -4.157  0.902  0.2085
H  -1.243  -4.219  2.658  0.3995
H  1.588  -1.728  2.526  0.2811
H  0.615  -2.806  3.538  0.5379
H  0.951  -1.175  4.067  0.4689
C  3.016  -0.172  -2.484  -1.0523
C  2.692  -1.547  -1.841  -0.7056
N  1.295  -1.911  -2.101  -0.0392
C  0.971  -2.059  -3.516  -0.8334
C  -0.405  -1.461  -3.876  -0.1197
N  -0.727  -0.248  -3.128  -0.0172
C  -0.269  1.007  -3.738  -1.1624
C  1.262  1.094  -3.803  -0.7612
N  1.831  0.665  -2.544  0.4621
H  3.802  0.301  -1.890  0.3728
H  3.421  -0.302  -3.490  0.5386
H  3.405  -2.294  -2.214  0.4612
H  2.816  -1.471  -0.759  0.2511
H  1.061  -2.751  -1.586  0.2262
H  1.743  -1.557  -4.097  0.2434
H  0.989  -3.105  -3.842  0.5476
H  -0.447  -1.291  -4.961  0.3014
H  -1.163  -2.217  -3.660  -0.4161
H  -1.732  -0.188  -3.015  0.2227
H  -0.682  1.159  -4.745  0.4777
H  -0.632  1.819  -3.102  0.3982
H  1.640  0.456  -4.604  0.4633
H  1.534  2.122  -4.076  0.4241
H  1.811  1.388  -1.846  -0.2350
O  3.534  -0.326  1.357  -0.7780
C  2.928  0.710  1.146  -0.8732
N  3.376  1.964  1.514  -0.0911
C  2.511  3.014  1.017  3.0390
C  1.433  2.116  0.333  -0.9019
O  0.466  2.554  -0.307  -0.8913
N  1.708  0.824  0.502  0.4815
C  1.838  3.818  2.126  -0.5708
C  0.854  4.744  1.786  0.2704
C  0.201  5.466  2.772  -0.9840
C  0.531  5.282  4.109  -0.4465
C  1.519  4.372  4.450  -0.9510
C  2.167  3.640  3.462  0.0611
C  3.269  3.937  0.070  -0.1165
C  3.258  3.771  -1.309  -0.1602
C  4.035  4.575  -2.131  -1.0903
C  4.841  5.561  -1.583  -0.5366
C  4.855  5.741  -0.207  -0.8452
C  4.072  4.940  0.610  -0.3174
H  4.337  2.113  1.770  0.3434
H  0.592  4.878  0.744  0.4171
H  -0.570  6.175  2.497  0.4249
H  0.021  5.846  4.879  0.4088
H  1.784  4.220  5.489  0.4326
H  2.916  2.909  3.735  0.3702
H  2.622  3.022  -1.761  0.4180
H  4.004  4.429  -3.204  0.4477
H  5.447  6.190  -2.222  0.4003
H  5.473  6.514  0.232  0.3900
H  4.077  5.102  1.681  0.4075
Br  -5.789  -5.669  -3.844  -0.1835
C  -5.080  -6.284  -2.203  0.1171
C  -5.840  -7.180  -1.465  -0.3680
C  -5.371  -7.655  -0.251  -0.5266
C  -4.140  -7.236  0.229  -0.6285
C  -3.378  -6.344  -0.508  -0.2935
C  -3.843  -5.864  -1.726  0.0533
I  -2.636  -4.516  -2.768  0.3156
H  -6.798  -7.500  -1.849  0.3890
H  -5.972  -8.353  0.316  0.3718
H  -3.767  -7.599  1.177  0.3965
H  -2.416  -6.017  -0.140  0.3714